[1]
Here is 20 unconnected molecules or ions with the total composition C90H195N5O15 at a distorted geometry from OMol25. Energies are from ωB97M-V with the def2-TZVPD basis set.

Values from the calculation:
Total energy ... -4947.86421 Ha
LUMO energy ... 0.314 eV
2S+1 ... 1
Kohn-Sham gap ... 0.29958 hartree

Each line ends with the Löwdin charge.
Cartesian coordinates (Å):
C  2.5112  0.9110  -22.3928  -0.12
C  3.7532  0.3204  -23.1591  -0.14
C  3.5563  0.7554  -24.6220  -0.19
O  2.1533  0.6272  -24.7590  -0.14
C  1.4898  0.8158  -23.5412  -0.25
H  2.5227  1.9988  -22.3253  0.10
H  2.1913  0.2833  -21.5610  0.11
H  3.7903  -0.7495  -22.9538  0.10
H  4.6881  0.7535  -22.8037  0.09
H  3.9267  -0.0644  -25.2377  0.10
H  4.0161  1.6657  -25.0067  0.11
H  0.7849  -0.0040  -23.4027  0.10
H  0.8070  1.6646  -23.5783  0.11
C  7.5014  -2.5149  -28.5093  -0.16
C  6.5472  -2.9068  -27.3543  -0.17
C  7.2457  -4.0504  -26.6901  -0.18
O  8.0458  -4.6498  -27.7246  -0.16
C  8.2438  -3.7852  -28.8453  -0.19
H  8.1543  -1.7318  -28.1239  0.09
H  7.0482  -2.1138  -29.4158  0.11
H  5.5924  -3.1220  -27.8340  0.11
H  6.2649  -2.1054  -26.6715  0.08
H  6.4571  -4.7331  -26.3737  0.12
H  8.0008  -3.7844  -25.9504  0.12
H  7.6690  -4.3833  -29.5523  0.12
H  9.2419  -3.5545  -29.2176  0.11
C  16.8190  -2.3459  -20.0891  -0.17
C  17.0651  -3.6682  -19.4655  -0.18
C  17.6682  -3.3262  -18.1196  -0.19
O  17.6035  -1.9174  -17.9174  -0.12
C  16.7128  -1.4270  -18.9040  -0.22
H  15.9808  -2.2653  -20.7812  0.11
H  17.7218  -2.1718  -20.6747  0.12
H  17.7221  -4.2047  -20.1500  0.11
H  16.1108  -4.1740  -19.3178  0.10
H  18.7202  -3.6032  -18.0517  0.12
H  17.1614  -3.8314  -17.2974  0.11
H  17.0223  -0.3855  -18.9911  0.12
H  15.6963  -1.2915  -18.5345  0.09
C  18.8531  -5.8002  -23.4701  -0.18
C  18.5498  -4.9589  -24.6851  -0.16
C  17.0838  -5.2605  -24.8601  -0.21
O  17.0145  -6.6474  -24.4448  -0.13
C  18.1093  -7.0755  -23.6376  -0.21
H  18.4203  -5.3917  -22.5569  0.10
H  19.9153  -6.0162  -23.3561  0.12
H  18.9664  -5.3083  -25.6298  0.12
H  18.7916  -3.8969  -24.6437  0.12
H  16.7838  -5.0245  -25.8811  0.10
H  16.4506  -4.5794  -24.2916  0.11
H  18.7960  -7.7931  -24.0867  0.12
H  17.7118  -7.4837  -22.7083  0.11
C  1.7674  -3.7206  -24.9662  -0.18
C  3.0418  -3.5994  -25.7085  -0.15
C  4.1494  -3.6475  -24.5649  -0.14
O  3.4088  -3.0982  -23.4525  -0.16
C  2.0263  -2.9844  -23.6889  -0.21
H  1.5538  -4.7737  -24.7829  0.12
H  0.8889  -3.3401  -25.4873  0.12
H  3.2245  -2.6181  -26.1463  0.10
H  3.1952  -4.2869  -26.5403  0.11
H  5.0268  -3.0317  -24.7624  0.09
H  4.4687  -4.6565  -24.3041  0.10
H  1.7721  -1.9304  -23.8012  0.10
H  1.3676  -3.4037  -22.9283  0.12
C  16.3206  -7.2322  -19.8608  -0.14
C  15.5079  -6.6874  -21.0950  -0.12
C  14.8820  -8.0267  -21.7018  -0.15
O  15.7301  -9.0386  -21.1922  -0.11
C  16.0560  -8.7176  -19.9339  -0.30
H  15.9541  -6.8792  -18.8969  0.10
H  17.3851  -7.0636  -20.0238  0.10
H  16.0805  -6.1259  -21.8332  0.07
H  14.7705  -5.9556  -20.7653  0.09
H  14.7880  -8.0581  -22.7873  0.11
H  13.8554  -8.1453  -21.3550  0.10
H  16.9072  -9.3332  -19.6431  0.13
H  15.3793  -9.0637  -19.1526  0.10
C  4.3305  -6.6570  -20.3496  -0.18
C  3.3888  -6.4786  -21.5734  -0.15
C  2.2192  -5.7776  -20.9835  -0.24
O  2.1373  -6.4586  -19.7623  -0.16
C  3.4482  -6.7212  -19.1418  -0.16
H  4.9519  -5.7615  -20.3451  0.10
H  4.9162  -7.5731  -20.4260  0.11
H  3.0444  -7.4792  -21.8348  0.12
H  3.9094  -5.9745  -22.3876  0.10
H  1.2461  -5.8262  -21.4721  0.12
H  2.3271  -4.7170  -20.7560  0.12
H  3.4460  -7.7598  -18.8109  0.12
H  3.7831  -6.0482  -18.3525  0.11
C  13.2781  -1.3679  -15.0039  -0.16
C  12.8052  -2.2217  -16.1616  -0.17
C  13.9782  -3.1742  -16.3161  -0.20
O  14.3024  -3.4436  -14.9751  -0.13
C  14.1592  -2.3131  -14.1796  -0.21
H  12.4165  -1.2930  -14.3404  0.11
H  13.6474  -0.3591  -15.1883  0.10
H  12.6239  -1.5716  -17.0175  0.07
H  11.8283  -2.6945  -16.0606  0.12
H  14.8463  -2.6897  -16.7631  0.10
H  13.8038  -4.0523  -16.9379  0.12
H  15.0890  -1.7892  -13.9578  0.11
H  13.7230  -2.5344  -13.2055  0.12
C  11.3020  0.0307  -28.9865  -0.19
C  11.0839  -0.1029  -27.5015  -0.16
C  12.4355  0.3895  -27.0363  -0.20
O  13.3284  -0.2176  -27.9794  -0.14
C  12.7490  -0.0618  -29.2696  -0.22
H  11.1403  1.0680  -29.2799  0.11
H  10.6548  -0.6304  -29.5628  0.11
H  11.0608  -1.1380  -27.1606  0.11
H  10.2450  0.4757  -27.1147  0.11
H  12.7360  0.0789  -26.0357  0.13
H  12.4231  1.4763  -27.1192  0.11
H  13.0984  -0.8320  -29.9572  0.12
H  13.1107  0.8491  -29.7466  0.11
C  16.7068  0.6819  -26.2441  -0.17
C  18.1710  0.8638  -26.0773  -0.18
C  18.3398  2.4032  -26.2751  -0.19
O  17.2467  2.9423  -25.5200  -0.14
C  16.1517  2.0552  -25.7559  -0.20
H  16.3376  -0.1390  -25.6293  0.11
H  16.3848  0.4945  -27.2684  0.11
H  18.8355  0.3687  -26.7854  0.11
H  18.6167  0.6073  -25.1162  0.11
H  18.2463  2.7600  -27.3008  0.12
H  19.2881  2.6847  -25.8173  0.12
H  15.3840  2.4058  -26.4458  0.10
H  15.6133  2.0541  -24.8081  0.11
C  6.4766  0.9541  -27.5022  -0.15
C  7.4649  1.1110  -28.6520  -0.17
C  6.5967  1.1323  -29.8822  -0.18
O  5.2876  1.5537  -29.4588  -0.12
C  5.0808  1.0561  -28.1700  -0.21
H  6.6216  1.6259  -26.6562  0.10
H  6.4938  -0.0048  -26.9843  0.07
H  8.2705  0.3818  -28.7386  0.07
H  8.1778  1.9178  -28.4817  0.11
H  6.5749  0.1677  -30.3893  0.11
H  6.9163  1.8894  -30.5982  0.12
H  4.8096  0.0006  -28.1482  0.11
H  4.3055  1.5898  -27.6203  0.12
C  7.4314  0.2341  -19.5384  -0.18
C  6.1900  -0.0719  -20.3801  -0.16
C  5.4259  -0.9594  -19.3977  -0.20
O  6.0842  -0.9568  -18.1368  -0.14
C  6.9446  0.2036  -18.1115  -0.18
H  7.9789  1.0764  -19.9614  0.10
H  8.1314  -0.5872  -19.6919  0.10
H  6.4595  -0.4586  -21.3629  0.09
H  5.5013  0.7668  -20.4815  0.09
H  5.4079  -2.0103  -19.6864  0.12
H  4.4200  -0.5499  -19.3044  0.11
H  7.8351  0.0404  -17.5045  0.11
H  6.3982  1.1112  -17.8550  0.11
C  11.3652  4.3540  -22.8991  -0.18
C  12.2206  4.9020  -24.0022  -0.17
C  12.4574  3.7970  -25.0034  -0.22
O  11.6283  2.7489  -24.5560  -0.16
C  10.6350  3.2460  -23.5737  -0.16
H  10.6591  5.0795  -22.4953  0.11
H  12.0138  4.0706  -22.0702  0.10
H  13.2057  5.0789  -23.5705  0.11
H  11.8011  5.7471  -24.5480  0.12
H  13.5151  3.5363  -25.0413  0.10
H  12.1510  4.0801  -26.0104  0.11
H  10.3294  2.4914  -22.8490  0.11
H  9.7869  3.5898  -24.1659  0.11
C  7.8025  -4.3285  -18.0946  -0.18
C  8.8122  -5.3684  -17.7536  -0.17
C  8.9123  -5.3909  -16.2088  -0.16
O  8.7996  -3.9902  -15.9847  -0.14
C  7.9434  -3.3564  -16.9363  -0.19
H  6.7672  -4.6442  -18.2235  0.11
H  8.1152  -4.0275  -19.0945  0.09
H  9.7995  -5.1292  -18.1486  0.11
H  8.4450  -6.3250  -18.1252  0.10
H  9.8525  -5.8342  -15.8807  0.10
H  8.1620  -5.9034  -15.6068  0.12
H  8.3780  -2.4542  -17.3667  0.10
H  6.9307  -3.0734  -16.6493  0.11
C  9.4926  -8.5967  -20.2066  -0.16
C  9.9883  -9.2737  -18.9064  -0.16
C  11.4061  -8.7880  -18.7117  -0.21
O  11.2511  -7.5211  -19.2795  -0.16
C  10.5139  -7.5679  -20.5030  -0.20
H  8.5779  -8.0723  -19.9302  0.09
H  9.1734  -9.3665  -20.9092  0.11
H  9.7971  -10.3454  -18.9615  0.10
H  9.4085  -9.0435  -18.0126  0.10
H  12.0919  -9.3586  -19.3379  0.11
H  11.8595  -8.8710  -17.7239  0.11
H  11.1979  -7.7767  -21.3256  0.11
H  10.1311  -6.5856  -20.7798  0.11
C  14.7948  2.4019  -16.9252  -0.08
C  14.2488  1.5596  -18.0441  -0.26
N  12.8719  1.8845  -18.4859  -0.18
C  12.4067  1.5065  -19.8057  -0.23
C  13.2870  1.5207  -21.1010  -0.07
C  11.9335  1.5587  -17.4048  -0.25
C  10.4793  1.9655  -17.5359  -0.07
H  13.9888  3.1144  -16.7497  0.07
H  15.7863  2.7886  -17.1607  0.08
H  14.7503  1.9072  -15.9550  0.06
H  15.0674  1.5121  -18.7623  0.10
H  14.1560  0.4945  -17.8321  0.09
H  11.6419  2.2310  -20.0855  0.10
H  11.8664  0.5656  -19.7009  0.09
H  14.1063  0.8019  -21.1174  0.06
H  13.7443  2.5012  -21.2336  0.07
H  12.5954  1.3763  -21.9311  0.05
H  12.0084  0.4781  -17.2839  0.09
H  12.3298  1.9663  -16.4748  0.11
H  9.9247  1.4466  -16.7540  0.08
H  10.3584  3.0411  -17.6643  0.08
H  10.1214  1.4696  -18.4382  0.05
C  14.4570  -10.1850  -16.5389  -0.12
C  14.4355  -10.2576  -15.0558  -0.28
N  13.2675  -9.4837  -14.5170  -0.14
C  12.9389  -9.8201  -13.0628  -0.24
C  12.1938  -11.1426  -12.8835  -0.11
C  13.5797  -7.9927  -14.5270  -0.24
C  12.2920  -7.1266  -14.6814  -0.07
H  14.5732  -9.1505  -16.8619  0.06
H  13.5220  -10.5796  -16.9365  0.07
H  15.3272  -10.7800  -16.8163  0.08
H  14.3972  -11.2772  -14.6724  0.11
H  15.3994  -9.8125  -14.8089  0.11
H  13.8388  -9.8963  -12.4526  0.11
H  12.3202  -9.0129  -12.6709  0.10
H  11.2786  -11.2806  -13.4593  0.07
H  12.7991  -12.0467  -12.9497  0.06
H  11.6694  -11.2584  -11.9350  0.06
H  14.4057  -7.6806  -15.1661  0.10
H  14.0352  -7.7500  -13.5669  0.10
H  11.8788  -7.3269  -15.6699  0.05
H  12.4644  -6.0522  -14.6186  0.07
H  11.5795  -7.5259  -13.9595  0.06
C  8.6179  -1.2815  -23.3192  -0.06
C  9.2218  -2.3441  -22.3047  -0.22
N  10.2836  -1.8123  -21.4368  -0.15
C  10.7460  -2.9402  -20.5545  -0.23
C  11.7363  -2.5687  -19.4351  -0.07
C  11.3791  -1.1939  -22.1374  -0.32
C  12.2715  -2.0113  -22.9351  -0.08
H  8.2279  -0.4260  -22.7678  0.05
H  7.8796  -1.7808  -23.9466  0.05
H  9.3305  -0.7817  -23.9754  0.05
H  8.3878  -2.7769  -21.7522  0.10
H  9.5956  -3.1657  -22.9157  0.10
H  9.8884  -3.4112  -20.0740  0.08
H  11.0906  -3.7417  -21.2079  0.10
H  12.1770  -3.3476  -18.8127  0.07
H  12.6205  -2.0361  -19.7853  0.06
H  11.1548  -1.8796  -18.8226  0.07
H  12.0287  -0.7224  -21.4000  0.07
H  11.0535  -0.2773  -22.6294  0.11
H  12.7510  -2.7307  -22.2713  0.07
H  13.1646  -1.4526  -23.2151  0.08
H  11.8529  -2.4643  -23.8338  0.08
C  7.0765  4.9415  -22.4586  -0.07
C  6.9255  4.1364  -21.1236  -0.24
N  6.0986  4.8293  -20.1381  -0.14
C  6.2211  4.1979  -18.8115  -0.28
C  7.6267  4.0990  -18.2163  -0.09
C  4.6451  4.7520  -20.5511  -0.27
C  3.7614  5.5670  -19.6870  -0.12
H  7.4365  4.3478  -23.2989  0.05
H  7.6552  5.8455  -22.2693  0.07
H  6.2080  5.2726  -23.0280  0.06
H  6.4245  3.1803  -21.2755  0.10
H  7.9183  3.8700  -20.7612  0.10
H  5.7239  4.8831  -18.1249  0.10
H  5.6700  3.2718  -18.6479  0.11
H  8.0770  3.2752  -18.7701  0.04
H  8.1602  5.0428  -18.3288  0.09
H  7.4249  3.9084  -17.1622  0.08
H  4.2009  3.7599  -20.6319  0.11
H  4.4387  5.1799  -21.5321  0.10
H  3.6730  5.1314  -18.6917  0.07
H  2.7645  5.5024  -20.1230  0.08
H  4.0757  6.6087  -19.6220  0.09
C  13.1317  -5.9503  -24.8046  -0.08
C  13.6609  -5.5165  -26.1833  -0.22
N  12.8222  -4.5661  -26.9607  -0.18
C  13.3533  -4.1530  -28.2920  -0.18
C  14.7243  -3.3547  -27.9809  -0.08
C  11.3917  -4.8763  -26.9051  -0.26
C  11.1844  -6.2555  -27.5122  -0.07
H  13.5491  -5.2919  -24.0428  0.06
H  13.3814  -6.9491  -24.4467  0.06
H  12.0588  -6.0506  -24.6404  0.06
H  14.6220  -5.0339  -26.0054  0.07
H  13.7651  -6.4589  -26.7211  0.11
H  12.7274  -3.4815  -28.8796  0.09
H  13.5397  -4.9530  -29.0085  0.10
H  14.7752  -2.7375  -27.0839  0.06
H  15.0738  -2.8035  -28.8539  0.06
H  15.5749  -4.0044  -27.7749  0.04
H  11.0035  -4.8425  -25.8872  0.09
H  10.7360  -4.1100  -27.3187  0.09
H  11.6543  -6.3365  -28.4924  0.07
H  11.6457  -7.0121  -26.8775  0.07
H  10.1050  -6.3059  -27.6552  0.06



[2]
Here is 2 unconnected molecules or ions with the total composition C2H4N2 at a distorted geometry from OMol25. Energies are from ωB97M-V with the def2-TZVPD basis set.

Values from the calculation:
Total energy ... -187.81220 Ha
LUMO energy (spin up / spin down) ... -1.134 / -0.556 eV
2S+1 ... 1
ΔE to the lowest compared entry with this formula, charge and spin ... 803.7 kJ/mol
Kohn-Sham gap (spin up / spin down) ... 0.33736 / 0.33857 hartree

Each line ends with the Löwdin charge.
Cartesian coordinates (Å):
C  0.5588  0.7361  -0.1283  -0.09
C  -0.0313  -0.5405  0.3098  -0.31
N  -1.2326  -0.5542  -0.5124  0.02
N  -0.9408  0.6014  0.3515  0.00
H  1.3546  1.1310  0.6022  0.12
H  0.6802  0.7680  -1.1849  0.07
H  0.6284  -1.8662  1.9750  0.16
H  -1.0173  -0.2755  -1.4129  0.03